# C28H34AsLuN3PS5

A structure of composition C28H34AsLuN3PS5 (ωB97M-V with the def2-TZVPD basis set, the OMol25 dataset).

Summary:
- highest occupied orbital energy (Eh) = -0.033
- net charge = -2
- LUMO energy (eV) = 3.537

Geometry as XYZ:
```
73
Properties=species:S:1:pos:R:3:forces:R:3
Lu -1.49401 0.90613 0.85814 1.69 -0.62 1.51
C -1.25087 0.84092 -2.10049 2.46 -1.30 0.95
C 0.05274 2.89638 -0.68909 0.20 -1.08 -0.12
N -1.32708 3.08278 -0.21813 -1.77 -0.84 -0.21
C -2.39830 3.63380 -1.14640 1.25 0.22 0.98
C -3.78073 3.17454 -0.69472 -0.46 0.76 0.10
S -3.91330 1.35918 -0.65850 -0.59 0.87 -0.50
C -4.08811 1.34017 -2.48878 0.75 -1.45 -0.77
C -3.36265 0.16962 -3.23175 -0.45 -0.11 -0.13
N -1.97504 0.00534 -2.86643 -0.62 -0.47 -0.28
H 0.38095 -0.40231 -1.57379 0.10 -0.20 -0.10
H -1.54480 1.84939 -1.96343 -0.14 0.10 -0.34
H 0.10169 3.27581 -1.69716 0.23 0.72 -0.98
H 0.62888 3.48260 0.01248 0.71 0.06 -0.23
H -1.32552 3.66039 0.64760 -0.05 0.08 -0.17
H -2.17558 3.42081 -2.24355 -0.19 0.46 1.43
H -2.36536 4.70791 -0.93894 -0.13 0.17 -0.69
H -4.55072 3.66534 -1.35858 0.54 -0.82 0.54
H -4.00165 3.52932 0.32067 0.36 -0.20 -0.09
H -3.82222 2.32389 -2.88104 0.00 -0.32 -0.03
H -5.13438 1.14154 -2.63224 -0.54 0.29 -0.36
H -3.36996 0.23573 -4.35504 -0.52 0.55 0.84
H -3.94569 -0.76402 -3.02433 0.57 0.50 0.16
H -1.55056 -0.80398 -3.25996 0.46 -0.48 0.10
C -0.13136 -2.55307 3.28781 -1.08 0.40 -0.03
C 1.32831 -2.47028 3.04777 0.95 0.84 -0.92
C 2.18426 -3.15769 3.86508 1.31 -0.09 0.32
C 3.59003 -2.93735 3.74593 -0.78 -0.66 0.34
C 4.10556 -1.91673 2.96502 -0.87 0.32 0.22
C 3.21116 -1.10767 2.24070 -0.09 -0.89 0.21
C 1.88827 -1.53604 2.10639 0.01 -0.53 1.37
P 0.91329 -0.90954 0.75232 -0.06 1.62 1.47
C 2.22405 -0.24128 -0.30309 -1.51 -1.44 0.02
C 3.26728 -0.99799 -0.78778 0.96 1.70 -1.37
C 4.10847 -0.53685 -1.82620 -0.84 0.32 1.29
C 3.78908 0.70741 -2.46318 -0.41 -0.50 0.33
C 2.66033 1.38817 -2.06281 1.52 0.47 -1.15
C 2.02783 1.19913 -0.69544 2.07 0.23 0.23
C 2.78497 2.12025 0.32566 -0.12 -0.89 0.07
C 0.11916 -2.38581 0.11421 -2.64 1.52 0.59
C 0.90607 -3.25798 -0.52180 1.58 -2.83 -1.80
C 0.41781 -4.07853 -1.54391 0.27 -0.09 0.34
C -0.94223 -4.07442 -1.84077 1.02 -0.45 -1.39
C -1.81331 -3.38053 -1.02071 -0.27 1.28 0.96
C -1.35047 -2.39722 -0.04983 1.37 -2.07 -0.84
C -2.30708 -1.54890 0.64217 0.59 1.70 -1.03
H -0.23398 -2.70047 4.36194 -0.28 0.09 0.13
H -0.67711 -3.39434 2.81817 0.34 0.52 -0.18
H -0.60083 -1.56426 3.04258 0.16 -0.96 0.13
H 1.74584 -3.84639 4.61863 0.60 0.41 -0.53
H 4.24936 -3.58875 4.30679 0.14 0.07 0.05
H 5.16908 -1.73981 2.90199 0.10 0.10 0.20
H 3.50855 -0.18993 1.73681 0.19 -0.58 -0.13
H 3.57050 -1.87992 -0.28400 -0.08 -1.06 0.22
H 4.92484 -1.15897 -2.06556 1.05 -0.33 -0.53
H 4.45985 1.11295 -3.26370 -0.93 -0.51 0.44
H 2.47165 2.26578 -2.68926 -0.49 0.13 0.51
H 3.08180 3.03730 -0.16466 -0.26 0.64 0.12
H 3.72015 1.68306 0.70687 -0.14 -0.26 -0.59
H 2.16841 2.21472 1.21530 -0.23 0.59 0.16
H 1.99010 -3.39440 -0.34865 -0.68 0.69 0.19
H 1.14450 -4.72242 -2.04779 -0.44 0.24 -0.20
H -1.17458 -4.54372 -2.83715 -0.54 0.03 1.41
H -2.89072 -3.58275 -1.03664 0.29 0.40 -0.38
H -2.49530 -1.64887 1.70959 -0.10 -0.06 -0.18
H -3.12150 -1.25967 -0.04719 -0.33 -0.74 0.84
S -1.40355 4.89863 2.59331 -0.48 0.09 -0.03
As -1.73267 3.05751 3.64398 0.99 -1.97 -0.10
S 0.04748 1.73954 3.08289 -1.19 0.25 -0.88
S -3.34271 1.70401 2.63727 0.49 0.71 -0.22
S -1.84294 2.88750 5.76739 -0.39 0.55 -0.50
N -0.09175 0.49254 -1.46795 -2.72 3.54 -1.07
C 0.58634 1.46274 -0.68504 -1.94 0.56 0.25
```
Forces are in eV/Å.



# C28H34AuNO

A structure of composition C28H34AuNO (ωB97M-V with the def2-TZVPD basis set, the OMol25 dataset).

Summary:
- highest occupied orbital energy (spin up / spin down) (Eh) = -0.517 / -0.520
- net charge = +2
- LUMO energy (spin up / spin down) (eV) = -8.989 / -9.062

Geometry as XYZ:
```
65
Properties=species:S:1:pos:R:3:forces:R:3
Au 0.13007 -0.30454 -0.92202 0.15 0.36 0.13
C 3.57512 3.03085 -2.23936 -0.14 -0.11 0.01
C 2.59811 2.03136 -2.84248 -0.02 0.27 -0.46
C 2.82099 1.92214 -4.36470 -0.08 0.19 0.27
C 2.68314 0.64048 -2.29503 0.03 -0.20 0.47
C 3.76480 0.15993 -1.55881 -0.36 0.34 -0.24
C 3.84358 -1.17183 -1.18637 -0.38 -0.37 -0.16
C 2.85059 -2.09087 -1.53373 -0.07 0.52 0.04
C 2.93843 -3.51943 -1.13576 -0.06 -0.29 -0.05
C 1.76018 -1.63407 -2.29355 0.40 -0.22 0.28
C 1.66162 -0.27924 -2.65697 0.12 0.23 0.10
H 3.36373 4.02329 -2.63227 0.03 0.03 0.00
H 4.60145 2.78575 -2.50600 0.10 -0.01 0.02
H 3.49186 3.07016 -1.15459 0.04 0.04 0.11
H 1.57806 2.40686 -2.68734 0.06 -0.09 0.04
H 3.80439 1.50290 -4.56155 0.12 -0.01 -0.09
H 2.76091 2.91078 -4.80899 0.03 0.08 -0.14
H 2.07433 1.28816 -4.83402 -0.04 -0.04 -0.12
H 4.57138 0.82314 -1.28573 0.02 0.11 -0.02
H 4.71095 -1.51607 -0.63884 0.01 -0.04 0.05
H 3.82271 -3.71244 -0.53883 0.09 -0.08 0.05
H 2.96681 -4.15526 -2.01846 0.06 -0.13 -0.03
H 2.05912 -3.80949 -0.56336 -0.05 -0.11 0.10
H 1.06000 -2.34954 -2.70354 -0.14 -0.09 0.00
H 0.94109 0.01371 -3.41417 -0.05 0.03 -0.01
C -1.82807 -3.08730 0.38867 0.36 0.01 -0.01
N -3.03412 -2.65504 -0.27893 0.23 0.10 0.09
C -4.25231 -3.37623 0.03705 -0.46 -0.17 -0.01
C -3.00292 -1.67175 -1.17179 -0.28 0.18 -0.27
C -4.28139 -1.30625 -1.86595 0.00 0.01 -0.18
O -1.97076 -1.03423 -1.46582 0.07 -0.01 0.02
H -1.80556 -4.17519 0.44928 -0.02 0.05 0.00
H -1.76394 -2.67151 1.39733 -0.02 -0.04 0.03
H -0.97068 -2.74706 -0.19133 0.02 -0.14 0.09
H -4.14038 -3.87555 0.99644 0.05 0.06 0.00
H -4.45792 -4.13502 -0.72059 -0.05 -0.01 0.05
H -5.10114 -2.69724 0.10568 0.05 -0.10 0.02
H -4.82653 -2.18839 -2.19222 -0.10 0.02 0.01
H -4.05089 -0.68903 -2.73006 0.05 -0.02 0.05
H -4.91327 -0.72751 -1.19223 -0.10 -0.04 0.04
C -4.11370 2.67760 3.59943 0.19 -0.04 -0.21
C -3.08181 1.79618 3.92376 -0.06 0.10 0.15
C -2.15308 1.43745 2.97560 -0.01 0.10 -0.16
C -2.22158 1.98327 1.67506 -0.26 -0.49 0.22
C -3.29758 2.83945 1.34821 0.19 -0.24 -0.10
C -4.22404 3.18247 2.30450 -0.04 0.05 0.20
C -1.26232 1.66465 0.65800 0.08 0.51 -0.47
C -0.14106 0.90378 0.77706 -0.21 -1.09 0.91
C 0.72423 0.65378 1.86655 0.52 0.60 -0.71
C 1.04831 1.68368 2.78676 0.16 0.12 0.07
C 1.92265 1.44195 3.82121 -0.14 0.35 0.07
C 2.50280 0.18853 3.98194 -0.15 -0.03 -0.25
C 2.22665 -0.82537 3.06771 0.04 -0.18 -0.05
C 1.37807 -0.59039 2.01406 -0.02 -0.36 0.03
H -4.83237 2.96899 4.35214 -0.05 -0.04 0.02
H -3.01972 1.39959 4.92574 0.02 -0.07 0.05
H -1.37197 0.73065 3.21053 -0.07 -0.06 0.13
H -3.37979 3.23359 0.34599 0.01 0.05 -0.10
H -5.03679 3.84673 2.06003 -0.06 0.10 -0.06
H -1.53081 2.01420 -0.33325 0.20 0.33 -0.11
H 0.62038 2.66348 2.65018 -0.08 0.15 0.02
H 2.17477 2.23235 4.50918 -0.03 0.12 0.08
H 3.17753 0.00470 4.80489 0.05 0.00 0.06
H 2.69053 -1.79080 3.18927 0.03 -0.13 -0.03
H 1.16717 -1.36995 1.29645 0.00 -0.15 -0.04
```
Forces are in eV/Å.



The following energy relative to the best compared isomer or geometry (same formula, charge and spin) values (in kcal per mole) correspond, in order, to the records above: 35.6; 29.6.
The following strongest force on any atom values (in eV/A) correspond, in order, to the records above: 4.6; 1.4.